Record 1
A structure of composition C6H12N2 at a distorted geometry. Source: OMol25; level of theory: ωB97M-V with the def2-TZVPD basis set.

Summary:
ΔE to the lowest compared entry with this formula, charge and spin: 3.773 eV
Kohn-Sham gap (alpha / beta): 6.957 / 6.958 eV

Each line ends with the natural charge from an NBO analysis.
Positions of all 20 atoms, in Å:
1 C 0.00974 1.06486 -1.34626  -0.086
2 C 1.81133 -0.41172 0.98981  -0.621
3 C -0.38115 0.76439 -0.03494  0.088
4 N 1.18404 0.73153 -1.96190  -0.823
5 N -1.41723 1.58235 0.50544  -0.794
6 C 0.36143 -0.01023 0.99668  -0.239
7 C -0.61512 -1.12446 0.04224  -0.125
8 C -1.75088 -1.73430 0.43167  -0.528
9 H -0.74827 1.42273 -2.03591  0.181
10 H 2.01264 0.72524 -1.37902  0.373
11 H 1.35107 1.15337 -2.86592  0.383
12 H -2.11343 1.81158 -0.19736  0.366
13 H -1.88204 1.13964 1.29308  0.356
14 H -0.04752 0.12081 1.99812  0.216
15 H 0.05778 -1.63926 -0.63505  0.207
16 H 2.19408 -0.69155 0.00681  0.210
17 H 1.96673 -1.30037 1.61479  0.223
18 H 2.43601 0.39616 1.38911  0.217
19 H -2.46201 -1.26116 1.09763  0.185
20 H -1.96720 -2.73960 0.09098  0.210

---

Record 2
A cluster of 2 separate species, C4H15N2OS in total at a distorted geometry. Source: OMol25; level of theory: ωB97M-V with the def2-TZVPD basis set.

Summary:
ΔE to the lowest compared entry with this formula, charge and spin: 0.306 eV
Multiplicity: 2
Kohn-Sham gap (alpha / beta): 3.327 / 9.624 eV
Expectation value of S²: 0.7506

Each line ends with the natural charge from an NBO analysis.
Positions of all 23 atoms, in Å:
1 C 0.89079 1.75712 -1.22952  -0.264
2 C -0.24677 0.99950 -1.90156  -0.550
3 S -0.47974 1.69318 -3.58181  -0.050
4 N 1.30149 1.14918 0.08792  -0.863
5 H 1.76641 1.76065 -1.87740  0.193
6 H 0.55100 2.77397 -1.04247  0.206
7 H -0.09771 -0.07775 -1.93162  0.214
8 H -1.16934 1.19928 -1.35325  0.211
9 H -0.27724 0.55550 -4.24173  0.127
10 H 1.92296 0.38722 -0.17053  0.367
11 H 1.85233 1.83153 0.60671  0.381
12 C 0.12592 -1.96717 1.62087  -0.079
13 O -0.18165 -3.35241 1.47744  -0.720
14 C -1.08201 -1.13844 1.22417  -0.306
15 N -0.86999 0.31005 1.47035  -1.105
16 H 0.95992 -1.71620 0.96105  0.154
17 H 0.42951 -1.80037 2.65419  0.187
18 H 0.17361 -3.67442 0.64809  0.471
19 H -1.28026 -1.27971 0.16413  0.200
20 H -1.92165 -1.48794 1.82458  0.220
21 H 0.04443 0.71796 0.89338  0.411
22 H -0.69708 0.49539 2.47809  0.311
23 H -1.71492 0.86390 1.21893  0.283

---

Record 3
An isolated molecule of C4H6S4 at a distorted geometry. Source: OMol25; level of theory: ωB97M-V with the def2-TZVPD basis set.

Summary:
Multiplicity: 3
Kohn-Sham gap (alpha / beta): 7.554 / 6.996 eV
Expectation value of S²: 2.0185

Each line ends with the natural charge from an NBO analysis.
Positions of all 14 atoms, in Å:
1 C 2.46734 0.28557 -0.55236  -0.371
2 C 1.41787 -0.14315 0.14364  -0.255
3 C 0.16038 0.53242 0.29003  -0.374
4 C -1.01667 -0.24594 0.13787  -0.409
5 S 0.19812 2.21120 0.43937  0.322
6 S -1.17943 -1.45862 1.57556  -0.032
7 S -0.84597 -1.19798 -1.43794  0.030
8 S -2.56985 0.64945 0.21472  0.105
9 H 3.46757 -0.11393 -0.49128  0.208
10 H 2.40807 1.26974 -0.99103  0.193
11 H 1.23347 -1.17198 0.57601  0.230
12 H -1.22406 -0.54712 2.61323  0.136
13 H -2.15470 -1.16350 -1.61460  0.128
14 H -2.36212 1.09383 -0.90322  0.088

---

Record 4
A structure of composition C28H31IrN3O9PS3. Source: OMol25; level of theory: ωB97M-V with the def2-TZVPD basis set.

Summary:
ΔE to the lowest compared entry with this formula, charge and spin: 0.000 eV
Multiplicity: 6
Kohn-Sham gap (alpha / beta): 7.037 / 5.681 eV
Net charge: -1
Expectation value of S²: 8.7723

Each line ends with the Mulliken spin population.
Positions of all 76 atoms, in Å:
1 Ir 0.14566 0.47187 0.90164  2.838
2 O 1.90758 4.40604 -2.77828  0.005
3 C 2.79395 3.41980 -2.99383  0.038
4 C 3.69481 3.59414 -4.04662  -0.018
5 C 4.63033 2.62346 -4.33924  0.029
6 C 4.69541 1.45228 -3.58767  -0.013
7 C 3.81263 1.27879 -2.54190  0.031
8 C 2.85715 2.24598 -2.22147  0.034
9 C 1.94344 1.95957 -1.09765  -0.027
10 O 2.08762 0.92133 -0.41035  0.219
11 N 0.96218 2.87456 -0.85881  0.269
12 N 0.15426 2.50617 0.09643  0.708
13 C -0.90805 3.41071 0.46392  -0.074
14 C -0.96259 3.60515 1.96317  0.030
15 C -1.55013 4.77955 2.42020  -0.016
16 C -1.68271 5.06308 3.76794  0.036
17 C -1.20608 4.14595 4.69607  -0.015
18 C -0.61122 2.97562 4.27041  0.053
19 C -0.48098 2.67733 2.90722  0.030
20 O 0.11899 1.51991 2.60460  0.203
21 H 1.32244 4.11780 -2.03680  0.007
22 H 3.62615 4.50570 -4.62563  -0.001
23 H 5.31489 2.77684 -5.16496  0.003
24 H 5.42372 0.68732 -3.82209  0.000
25 H 3.83245 0.38058 -1.93871  0.001
26 H -0.71416 4.37328 -0.03326  0.011
27 H -1.91912 5.48469 1.68340  0.000
28 H -2.15025 5.98427 4.08977  0.002
29 H -1.29893 4.34347 5.75699  0.000
30 H -0.23486 2.24879 4.97823  0.000
31 C -2.28418 2.77169 -1.35000  -0.006
32 O -2.14745 2.89087 0.05752  0.035
33 H -2.40682 3.76003 -1.80921  -0.002
34 H -3.17287 2.17062 -1.52479  0.003
35 H -1.42734 2.27314 -1.80811  0.006
36 C -0.74511 -1.02682 4.59238  0.003
37 C -0.55607 -2.31369 3.81338  0.001
38 C 0.76500 -2.34347 3.07021  0.054
39 O -1.59973 -2.60722 2.85760  0.002
40 P -2.86056 -1.73723 2.37529  0.017
41 S -4.11507 -1.21688 3.76000  0.043
42 S -2.26440 -0.13193 1.25163  0.307
43 O -3.58608 -2.81271 1.44505  0.004
44 C -3.07325 -3.81711 0.55069  -0.003
45 C -2.73753 -5.07757 1.32880  0.001
46 C -1.92342 -3.32657 -0.30216  -0.004
47 H 0.09092 -0.92640 5.28893  0.000
48 H -1.67859 -1.03014 5.14821  0.001
49 H -0.74197 -0.16479 3.92395  0.015
50 H -0.59200 -3.15952 4.50666  0.000
51 H 0.83674 -1.50728 2.37313  -0.007
52 H 0.87221 -3.26610 2.49951  0.000
53 H 1.59243 -2.26408 3.77803  0.001
54 H -3.92870 -4.02125 -0.09779  0.000
55 H -1.87706 -4.90774 1.97471  0.000
56 H -2.50486 -5.88716 0.63342  0.000
57 H -3.58397 -5.37768 1.94680  0.000
58 H -1.03861 -3.14779 0.30791  -0.001
59 H -2.19310 -2.40021 -0.80894  0.000
60 H -1.68265 -4.08279 -1.05399  0.000
61 O 0.99347 -1.54791 0.20854  0.096
62 C 0.61703 -1.43567 -0.98210  -0.064
63 N -0.20726 -0.46340 -1.33541  0.053
64 S -0.44710 -0.40348 -2.94959  0.014
65 O -1.81418 -0.67836 -3.28725  0.004
66 O 0.15940 0.77598 -3.50362  0.004
67 C 0.55833 -1.83252 -3.29923  0.004
68 C 0.83441 -2.44356 -4.50405  0.001
69 C 1.66152 -3.56127 -4.47556  0.000
70 C 2.18481 -4.03837 -3.27647  0.000
71 C 1.89601 -3.40925 -2.07184  0.003
72 C 1.07153 -2.30031 -2.10487  0.034
73 H 0.42580 -2.06673 -5.43193  0.000
74 H 1.90385 -4.06848 -5.40072  0.000
75 H 2.82627 -4.91017 -3.28692  0.000
76 H 2.29558 -3.76278 -1.13055  0.001